[1]
Formula: C4H26Ag2O19P2
Source: the Open Molecules 2025 dataset
Level of theory: the ωB97M-V functional and the def2-TZVPD basis

- multiplicity = 3
- HOMO (alpha / beta) (Ha) = -0.157 / -0.146
- LUMO (alpha / beta) (Eh) = 0.1544 / 0.0723
- orbital gap (alpha / beta) (eV) = 8.48 / 5.94
- net charge = -2
- max |F| (eV Å⁻¹) = 3.92

Last column: Mulliken charge in e.
Positions of all 53 atoms, in Å:
Ag (-24.50354, -20.50076, -6.00823)  0.594
Ag (-22.92605, -23.53237, -6.00927)  0.483
P (-24.55313, -22.47323, -3.92156)  1.021
O (-24.25547, -20.99477, -3.88375)  -0.621
O (-24.99467, -22.65352, -5.40115)  -0.524
O (-25.61628, -22.98415, -2.90751)  -0.660
O (-23.18862, -23.14494, -3.91629)  -0.673
P (-23.29395, -21.75051, -8.12708)  1.748
O (-23.62645, -23.27276, -8.01804)  -1.257
O (-24.55578, -20.86219, -8.15761)  -0.468
O (-22.21182, -21.45270, -9.23072)  -0.473
O (-22.73524, -21.50827, -6.71165)  -1.194
O (-21.37226, -23.51541, -10.97273)  -0.684
H (-21.86150, -24.20429, -10.52293)  0.372
H (-21.79060, -22.70153, -10.69196)  0.265
O (-20.08872, -22.65962, -8.44463)  -0.660
H (-20.33460, -23.29419, -7.77151)  0.307
H (-20.91282, -22.23965, -8.69102)  0.472
O (-23.39755, -20.48661, -11.45766)  -0.681
H (-23.62724, -21.25836, -11.97522)  0.325
H (-23.08981, -20.84022, -10.62310)  0.304
O (-25.94302, -18.72066, -8.74657)  -0.673
H (-25.38758, -19.47968, -8.56877)  0.432
H (-25.74035, -18.10477, -8.04242)  0.294
O (-27.12095, -21.37511, -8.52749)  -0.705
H (-27.31818, -22.05051, -9.17646)  0.283
H (-26.16516, -21.32409, -8.51710)  0.384
O (-22.75876, -25.33537, -9.07182)  -0.677
H (-23.00937, -24.56688, -8.55913)  0.601
H (-22.43475, -25.96094, -8.42381)  0.237
O (-22.78984, -18.65132, -8.53018)  -0.691
H (-22.91763, -19.53787, -8.86769)  0.365
H (-23.39885, -18.58439, -7.79475)  0.233
C (-26.79413, -23.78215, -11.78055)  -0.455
C (-25.33780, -23.72730, -11.12206)  0.719
O (-25.52861, -23.94020, -9.68042)  -0.512
O (-26.80762, -23.33135, -13.10610)  -0.541
H (-27.61938, -23.21032, -11.35622)  0.265
H (-27.16055, -24.80859, -11.76450)  0.220
H (-24.87372, -22.78517, -11.41384)  -0.451
H (-24.66088, -24.52468, -11.42877)  0.315
H (-24.87514, -23.42494, -9.20179)  -0.044
H (-27.71251, -23.02837, -13.21095)  0.333
C (-20.13008, -20.65674, -11.86015)  -0.092
C (-18.88635, -19.95458, -12.54499)  -0.477
O (-17.72829, -20.75495, -12.49843)  -0.575
O (-20.24923, -20.23343, -10.51040)  -0.590
H (-19.78010, -21.68874, -11.88439)  0.331
H (-21.03137, -20.41781, -12.42467)  0.162
H (-18.54039, -19.07552, -12.00124)  0.231
H (-18.96384, -19.65993, -13.59155)  0.298
H (-17.61330, -20.93014, -11.56158)  0.332
H (-20.91402, -20.75307, -10.05256)  0.452

---

[2]
Formula: C26H22AuCl2NO4Sb
Source: the Open Molecules 2025 dataset
Level of theory: the ωB97M-V functional and the def2-TZVPD basis

- multiplicity = 1
- HOMO (Ha) = -0.627
- LUMO (Eh) = -0.3899
- orbital gap (eV) = 6.44
- relative energy (zero: lowest compared OMol25 entry of this formula, charge and spin) (eV) = 0.257
- net charge = +3
- max |F| (eV Å⁻¹) = 1.89

Last column: Mulliken charge in e.
Positions of all 57 atoms, in Å:
Au (1.12210, 2.82954, 1.02415)  0.437
O (4.21433, 6.01302, 0.70986)  -0.411
C (3.34464, 5.02573, 0.77335)  0.176
O (2.14792, 5.15999, 0.81602)  -0.540
C (4.03980, 3.67880, 0.77908)  0.696
C (5.42311, 3.61070, 0.67886)  -0.445
C (6.03002, 2.37066, 0.64601)  -0.662
C (5.23153, 1.24200, 0.73869)  -0.660
C (3.85878, 1.38234, 0.86675)  1.018
N (3.26896, 2.58887, 0.86955)  -0.327
C (2.96545, 0.16477, 0.97837)  0.327
O (3.52102, -0.97484, 1.35349)  -0.426
O (1.77912, 0.19065, 0.74487)  -0.347
H (3.75133, 6.86802, 0.70107)  0.415
H (5.99960, 4.52140, 0.62186)  0.530
H (7.10321, 2.28100, 0.54667)  0.497
H (5.69710, 0.26742, 0.67666)  0.333
H (4.44952, -0.89583, 1.61091)  0.318
Cl (-2.04013, 5.20439, 3.14441)  -0.054
C (-1.53078, 4.88205, 1.53019)  -0.186
Cl (-1.20066, 3.05856, 1.30442)  -0.146
H (-0.58829, 5.36306, 1.29737)  0.171
H (-2.31201, 5.09422, 0.80998)  0.322
C (-5.05865, -3.41880, 0.91417)  -0.366
C (-4.23913, -3.21092, 2.02693)  -0.895
C (-3.00000, -2.65231, 1.86265)  -0.216
C (-2.57606, -2.19716, 0.56632)  0.578
C (-3.44019, -2.44343, -0.55257)  0.294
C (-4.67779, -3.00631, -0.36229)  -1.004
Sb (-1.08142, -0.53631, 0.56836)  0.753
C (-0.91685, -2.67597, 0.20727)  0.962
C (-0.45580, -3.50553, 1.29264)  -0.464
C (0.12580, -4.71936, 1.04856)  -0.907
C (0.22817, -5.18108, -0.26766)  -0.368
C (-0.18765, -4.40683, -1.35422)  -0.951
C (-0.78415, -3.19507, -1.13166)  0.093
C (-1.40217, 0.14747, -1.39286)  0.555
C (-0.36435, 0.15464, -2.32539)  -0.470
C (-0.58962, 0.67524, -3.59201)  -0.700
C (-1.83818, 1.18758, -3.92120)  -0.510
C (-2.86819, 1.18919, -2.98813)  -0.683
C (-2.65350, 0.67517, -1.71759)  -0.516
H (-6.01228, -3.91540, 1.04829)  0.460
H (-4.58070, -3.50170, 3.01089)  0.481
H (-2.38585, -2.46906, 2.73319)  0.392
H (-3.16003, -2.10063, -1.53588)  0.329
H (-5.34778, -3.14726, -1.19934)  0.491
H (-0.51043, -3.14006, 2.30869)  0.435
H (0.49328, -5.32509, 1.86537)  0.509
H (0.63697, -6.16799, -0.45060)  0.461
H (-0.05248, -4.77461, -2.36209)  0.506
H (-1.09054, -2.58743, -1.97023)  0.373
H (0.61549, -0.23787, -2.07552)  0.486
H (0.20827, 0.68057, -4.32243)  0.450
H (-2.00932, 1.59282, -4.90950)  0.436
H (-3.83830, 1.58944, -3.25077)  0.465
H (-3.46223, 0.69754, -0.99402)  0.504

---

[3]
Formula: C23H22HgNO2S4
Source: the Open Molecules 2025 dataset
Level of theory: the ωB97M-V functional and the def2-TZVPD basis

- multiplicity = 2
- HOMO (alpha / beta) (Ha) = -0.267 / -0.265
- LUMO (alpha / beta) (Eh) = 0.0128 / -0.0561
- orbital gap (alpha / beta) (eV) = 7.60 / 5.69
- relative energy (zero: lowest compared OMol25 entry of this formula, charge and spin) (eV) = 0.146
- net charge = 0
- max |F| (eV Å⁻¹) = 0.89

Last column: Mulliken charge in e.
Positions of all 53 atoms, in Å:
Hg (-2.37322, -0.05512, -1.84328)  0.503
O (0.40669, 0.56857, -1.63520)  -0.402
S (1.87717, 0.44962, -1.77882)  -0.038
C (2.58271, 0.72386, -0.08893)  -0.916
C (2.35292, -0.38646, 0.92788)  -0.968
C (0.87583, -0.64020, 1.25862)  -0.020
C (0.28010, 0.42239, 2.16524)  -0.874
S (-1.56243, 0.31390, 2.24841)  0.027
O (-2.03759, 0.47881, 0.85852)  -0.163
C (-1.66299, -1.45925, 2.60528)  0.152
C (-1.43804, -1.92048, 3.89371)  -0.273
C (-1.61192, -3.26711, 4.17370)  -0.581
C (-2.01536, -4.14089, 3.17309)  -0.408
C (-2.23004, -3.67062, 1.88492)  -0.693
C (-2.05964, -2.32382, 1.60194)  -0.015
C (2.23198, -1.31713, -1.92732)  0.374
C (1.19284, -2.22668, -1.85453)  0.180
C (1.44594, -3.57393, -2.06386)  -0.777
C (2.73135, -3.99947, -2.36804)  -0.458
C (3.76841, -3.07908, -2.44377)  -0.566
C (3.52251, -1.73352, -2.22146)  -0.314
H (2.12258, 1.66287, 0.22360)  0.508
H (3.64863, 0.89393, -0.25353)  0.487
H (2.88435, -0.12224, 1.84797)  0.494
H (2.79298, -1.31038, 0.55003)  0.368
H (0.78708, -1.61562, 1.73943)  0.402
H (0.28951, -0.66641, 0.33995)  -0.031
H (0.45381, 1.42725, 1.77608)  0.453
H (0.65134, 0.35821, 3.19006)  0.456
H (-1.13127, -1.23205, 4.67273)  0.381
H (-1.44142, -3.63412, 5.17712)  0.382
H (-2.17144, -5.18722, 3.39999)  0.381
H (-2.54176, -4.34922, 1.10218)  0.424
H (-2.24202, -1.93291, 0.60753)  0.256
H (0.18870, -1.87496, -1.64790)  0.173
H (0.63715, -4.28884, -1.99415)  0.435
H (2.92643, -5.04734, -2.55294)  0.383
H (4.77113, -3.40803, -2.68191)  0.390
H (4.32914, -1.01169, -2.27793)  0.382
S (-4.86542, 1.37903, -1.54141)  -0.402
C (-3.71332, 2.62140, -1.48667)  0.464
N (-2.42773, 2.46020, -1.59620)  -0.247
C (-1.72711, 3.63809, -1.49855)  -1.051
C (-0.34012, 3.75416, -1.55615)  0.231
C (0.22698, 5.01086, -1.44751)  -0.683
C (-0.57090, 6.14449, -1.29370)  -0.393
C (-1.95170, 6.04342, -1.23605)  -0.533
C (-2.52448, 4.78450, -1.33031)  0.734
S (-4.20366, 4.31050, -1.27424)  -0.269
H (0.24337, 2.85246, -1.68678)  0.534
H (1.30243, 5.12829, -1.49061)  0.381
H (-0.11248, 7.12202, -1.21960)  0.364
H (-2.56796, 6.92590, -1.12660)  0.377

---

[4]
Formula: C3H8O3SSn
Source: the Open Molecules 2025 dataset
Level of theory: the ωB97M-V functional and the def2-TZVPD basis

- multiplicity = 1
- HOMO (Ha) = -0.617
- LUMO (Eh) = -0.4767
- orbital gap (eV) = 3.83
- relative energy (zero: lowest compared OMol25 entry of this formula, charge and spin) (eV) = 1.107
- net charge = +2
- max |F| (eV Å⁻¹) = 4.86

Last column: Mulliken charge in e.
Positions of all 16 atoms, in Å:
Sn (-1.81553, 5.07069, -0.23770)  1.868
O (-1.15657, 0.32113, 1.92954)  -0.504
S (-1.01690, 0.78492, 0.53277)  0.898
O (-1.30261, 2.14462, 0.07992)  -0.524
O (0.42717, 0.33954, -0.19288)  -0.277
C (1.22666, -0.62490, 0.48955)  -0.163
C (2.24939, -1.12993, -0.48004)  -1.205
C (-2.08793, -0.28153, -0.46475)  -0.859
H (0.57744, -1.40357, 0.88991)  0.360
H (1.67810, -0.26531, 1.41421)  0.328
H (3.00900, -0.35194, -0.55635)  0.305
H (1.88905, -1.31516, -1.49194)  0.325
H (2.77816, -2.01560, -0.12777)  0.375
H (-1.56396, -0.07926, -1.39890)  0.359
H (-3.11446, 0.05422, -0.31777)  0.406
H (-1.77707, -1.24790, -0.06777)  0.309

---

- The lowest net charge belongs to which entry?
  C4H26Ag2O19P2

---

- What is the max |F| in the second record?
  1.89 eV Å⁻¹

---

- Which of these has the lowest max |F|?
  C23H22HgNO2S4